Entry from the Open Molecules 2025 dataset: one molecule with the formula C33H26N2O4 (ωB97M-V with the def2-TZVPD basis set).

ORCA input file:
```
! RIJCOSX wB97M-V def2-TZVPD def2/J DEFGRID3
* xyz 0 1
C -4.40533 -2.86134 -1.19552
C -3.53949 -2.00591 -0.27093
O -4.43448 -1.10961 0.42359
C -3.83235 -0.20597 1.18487
O -2.63550 -0.15608 1.34192
C -4.82338 0.76747 1.77838
C -4.20457 2.17175 1.83592
C -3.48627 2.51141 0.55576
C -4.14098 2.44968 -0.66839
C -3.46649 2.71774 -1.84495
C -2.12669 3.06423 -1.81429
C -1.46743 3.14299 -0.59986
C -2.14347 2.86279 0.57462
C -2.86197 -2.93300 0.76248
O -3.57225 -3.52899 1.55530
C -1.43692 -3.04114 0.73149
C -0.64750 -2.19973 0.00584
C 0.78145 -2.16800 0.11878
C 1.53329 -1.21248 -0.47748
C 2.99747 -1.17764 -0.29462
C 3.86320 -1.31442 -1.37735
C 5.22913 -1.25391 -1.19155
C 5.74516 -1.05603 0.08927
C 7.14339 -0.95705 0.27712
N 8.27653 -0.86879 0.42406
C 4.88445 -0.95713 1.18290
C 3.52140 -1.02789 0.98768
N 0.94635 -0.22643 -1.25014
C 1.70809 0.94095 -1.65270
C 2.36039 1.60254 -0.46169
C 3.67482 2.04243 -0.53026
C 4.27431 2.62650 0.57132
C 3.56261 2.77611 1.74918
C 2.24739 2.34815 1.81922
C 1.64556 1.76354 0.71946
C -0.38539 -0.26401 -1.44092
C -1.19379 -1.20932 -0.88482
C -2.62880 -1.10789 -1.11471
O -3.11709 -0.32901 -1.90910
H -4.93558 -2.21450 -1.89005
H -3.77640 -3.55531 -1.74848
H -5.11696 -3.41798 -0.59128
H -5.72606 0.74518 1.16889
H -5.08214 0.42796 2.78347
H -4.99704 2.89986 2.02765
H -3.49280 2.21482 2.66144
H -5.18664 2.18261 -0.70648
H -3.98588 2.64974 -2.78855
H -1.60141 3.27768 -2.73534
H -0.42305 3.42426 -0.56295
H -1.61954 2.91231 1.51847
H -0.99487 -3.74678 1.41878
H 1.26873 -2.91802 0.72247
H 3.46439 -1.48548 -2.36693
H 5.90289 -1.35644 -2.02933
H 5.29139 -0.82046 2.17330
H 2.84759 -0.93991 1.82597
H 1.01446 1.63969 -2.12920
H 2.47027 0.66588 -2.38815
H 4.23433 1.92183 -1.44709
H 5.29958 2.95910 0.51024
H 4.03211 3.22676 2.61038
H 1.68704 2.46701 2.73422
H 0.62144 1.42370 0.78315
H -0.82856 0.51312 -2.04784
*
```

For the HOMO-LUMO gap, the calculation gives 7.22 eV. The value obtained for the total energy is -1683.623785 a.u. Its SMILES is C[C@@]1(OC(=O)CCc2ccccc2)C(=O)C=C2C=C(c3ccc(C#N)cc3)N(Cc3ccccc3)C=C2C1=O. The calculation puts the highest occupied orbital energy at -7.7 eV.


Entry from the Open Molecules 2025 dataset: C32H67FN11OSiTeV as an isolated structure (ωB97M-V with the def2-TZVPD basis set).

ORCA input file:
```
! RIJCOSX wB97M-V def2-TZVPD def2/J DEFGRID3
* xyz -1 4
V -0.59172 1.36278 -0.77646
C 5.56835 -1.20404 -0.72403
N 4.40946 -1.03893 0.12847
C 4.65048 -1.25757 1.53956
C 3.54933 0.04224 -0.24326
N 2.36467 -0.15332 -0.66692
C 1.93678 -1.52420 -0.89629
C 0.43151 -1.67946 -1.04563
N -0.21195 -0.70995 -1.94108
C -1.50199 -1.19284 -2.44388
C -2.67037 -1.15077 -1.46463
N -2.64810 -2.21744 -0.48824
C -3.66345 -2.97135 -0.34523
N -3.81225 -3.71968 0.80569
C -4.58860 -4.93284 0.87597
C -2.98291 -3.45079 1.95841
N -4.73256 -3.15607 -1.25275
C -6.04011 -2.67561 -0.86392
C -4.47661 -3.19235 -2.67353
C 0.61549 -0.21219 -3.05212
C 0.03478 1.08101 -3.63498
N -0.54956 1.85283 -2.56150
C -1.21641 3.07620 -2.90430
N -0.29755 4.17503 -3.20207
C -0.95899 5.45180 -3.41030
C 0.80767 4.34467 -2.27924
N -2.13635 3.00159 -4.04206
C -3.20854 2.04341 -3.95242
C -1.60809 3.09763 -5.39149
N 4.11266 1.30022 -0.26257
C 3.34741 2.36370 -0.89948
C 5.09208 1.66875 0.74970
H 5.95559 -2.21900 -0.60226
H 5.27736 -1.07422 -1.76665
H 6.38779 -0.50270 -0.50725
H 5.49838 -0.68566 1.94128
H 3.75648 -0.98620 2.09991
H 4.85685 -2.31885 1.70693
H 2.41688 -1.88821 -1.81391
H 2.25327 -2.19978 -0.09880
H 0.25851 -2.71030 -1.39449
H -0.06228 -1.59520 -0.07807
H -1.77030 -0.56337 -3.29046
H -1.39028 -2.22461 -2.81672
H -2.62715 -0.19600 -0.92634
H -3.59647 -1.12539 -2.05047
H -5.02328 -5.15699 -0.09364
H -3.95297 -5.77258 1.17972
H -5.39518 -4.84475 1.61333
H -2.47345 -2.50300 1.81862
H -3.60357 -3.41203 2.85993
H -2.23039 -4.23420 2.09440
H -6.23661 -1.66863 -1.25590
H -6.82624 -3.34267 -1.23420
H -6.10601 -2.63726 0.22197
H -3.41304 -3.34030 -2.84812
H -5.01931 -4.02953 -3.12766
H -4.78791 -2.27549 -3.18865
H 1.59967 0.01041 -2.65271
H 0.72197 -0.96227 -3.85317
H 0.84823 1.61418 -4.15114
H -0.70680 0.84856 -4.41035
H -1.75570 5.36335 -4.14420
H -1.39644 5.82846 -2.47366
H -0.22156 6.17466 -3.76922
H 1.64535 4.81893 -2.80030
H 0.52829 4.96474 -1.41589
H 1.12533 3.37549 -1.90940
H -3.55107 1.96936 -2.92145
H -4.04663 2.37153 -4.57770
H -2.91693 1.03743 -4.30257
H -0.61504 3.53910 -5.37532
H -1.54587 2.11807 -5.88768
H -2.26252 3.72937 -6.00664
H 3.49936 2.34640 -1.98312
H 2.28464 2.24705 -0.70903
H 3.67227 3.32809 -0.51520
H 4.72337 1.52118 1.76806
H 5.32461 2.72383 0.63145
H 6.02310 1.11223 0.62648
C 3.03565 -2.37126 4.28535
Si 1.30726 -1.70692 3.80868
C 0.56983 -3.06172 2.72613
C 0.37286 -1.75807 5.45725
N 1.17840 -0.22798 2.98215
C 1.83079 0.92378 3.25309
C 2.68540 1.14494 4.36956
C 3.35101 2.33666 4.60479
C 3.19739 3.42395 3.75662
C 2.34706 3.27919 2.66473
C 1.71127 2.08318 2.43901
F 0.90417 2.04308 1.33123
H 2.96030 -2.97028 5.19679
H 3.77130 -1.58607 4.46860
H 3.44122 -3.01557 3.50286
H 1.31214 -3.45012 2.02363
H -0.27930 -2.69311 2.14763
H 0.22531 -3.89841 3.34040
H 0.41999 -2.75743 5.89980
H -0.67899 -1.50300 5.32998
H 0.79648 -1.05085 6.17640
H 2.78926 0.33573 5.08074
H 3.99174 2.42173 5.47564
H 3.70989 4.35918 3.93764
H 2.16735 4.09352 1.97294
Te -2.29133 3.40598 -0.93436
C -2.84981 0.54540 3.04530
C -1.84438 1.27831 2.17879
O -1.15869 0.39391 1.29152
H -3.33810 1.24692 3.72650
H -2.35273 -0.21894 3.63795
H -3.61370 0.07284 2.42673
H -1.12258 1.80813 2.80577
H -2.35870 2.01514 1.56159
H -0.33666 0.06245 1.77946
*
```

For the HOMO-LUMO gap (alpha / beta), the calculation gives 5.51 / 6.23 eV. The value obtained for the total energy is -3538.459901 a.u. As for the energy above the lowest of the compared OMol25 structures with the same formula, charge and spin: 0.000 eV. The calculation puts the highest occupied orbital energy (alpha / beta) at -3.1 / -3.9 eV.


Maximum force values, unit eV/Å, following the record order: 0.9, 2.3.